1.
78
Properties=species:S:1:pos:R:3 method="wB97M-V/def2-TZVPD" s2=8.835 charge=+3 lumo_ev="-11.3 / -9.8" homo_lumo_gap_ev="4.4776 / 5.9801" spin_multiplicity=6
Sm -1.147 0.773 1.564
C -2.698 -1.704 4.198
P -2.402 0.112 4.086
C -4.027 0.889 4.372
C -1.649 0.444 5.728
C -0.103 0.372 5.639
P 0.424 0.132 3.867
C 1.733 1.389 3.575
C 1.377 -1.444 3.890
H -3.711 -1.868 4.540
H -2.030 -2.243 4.844
H -2.595 -2.093 3.195
H -4.361 0.824 5.426
H -4.780 0.471 3.728
H -4.001 1.977 4.169
H -2.064 -0.332 6.385
H -2.024 1.432 6.051
H 0.276 -0.447 6.235
H 0.392 1.291 6.004
H 2.474 1.369 4.403
H 1.271 2.365 3.538
H 2.223 1.159 2.615
H 2.294 -1.248 4.466
H 1.639 -1.627 2.843
H 0.782 -2.258 4.303
S 1.164 4.942 -2.619
C 0.265 4.041 -1.370
C -0.914 3.353 -1.733
C -1.708 2.797 -0.716
N -1.346 2.844 0.594
C -0.226 3.520 0.924
C 0.651 4.120 -0.031
C 1.925 3.689 -3.635
C 3.166 3.087 -3.299
C 3.793 2.333 -4.261
N 3.314 2.115 -5.476
C 2.163 2.687 -5.792
C 1.417 3.490 -4.931
H -1.212 3.245 -2.752
H -2.673 2.377 -0.936
H -0.112 3.740 1.991
H 1.573 4.614 0.284
H 3.653 3.220 -2.350
H 4.732 1.808 -4.064
H 1.750 2.402 -6.752
H 0.450 3.912 -5.205
C -2.332 -0.286 -4.975
C -1.120 0.194 -4.468
C -0.691 -0.217 -3.211
C -1.504 -1.026 -2.380
C -2.750 -1.405 -2.850
C -3.172 -1.072 -4.159
As -1.152 -1.544 -0.548
C -0.625 -3.423 -0.902
C -1.479 -4.504 -0.907
C -0.922 -5.793 -1.042
C 0.459 -5.979 -1.147
C 1.311 -4.857 -1.117
C 0.765 -3.592 -0.981
C 1.557 -2.378 -0.726
C 2.966 -2.328 -0.560
C 3.555 -1.075 -0.276
C 2.781 0.101 -0.238
C 1.404 0.027 -0.405
C 0.760 -1.211 -0.590
H -2.644 -0.034 -5.998
H -0.486 0.883 -5.047
H 0.248 0.131 -2.766
H -3.357 -2.009 -2.187
H -4.104 -1.463 -4.523
H -2.544 -4.337 -0.781
H -1.565 -6.665 -1.033
H 0.843 -6.996 -1.293
H 2.393 -4.988 -1.127
H 3.592 -3.237 -0.619
H 4.622 -1.032 -0.099
H 3.249 1.074 -0.087
H 0.830 0.971 -0.495

2.
10
Properties=species:S:1:pos:R:3 method="wB97M-V/def2-TZVPD" e_above_lowest_kj_mol=318.5 lumo_ev=0.8 homo_lumo_gap_ev=10.1227
C 1.160 -0.237 0.739
C 0.126 0.071 0.023
C 0.163 0.434 1.573
Si -0.729 0.092 -1.598
H 2.338 -1.163 0.741
H -0.616 -0.040 2.252
H 0.398 1.452 1.873
H 0.508 0.070 -2.436
H -2.167 0.683 -1.729
H -1.180 -1.362 -1.437

3.
29
Properties=species:S:1:pos:R:3 method="wB97M-V/def2-TZVPD" e_above_lowest_kj_mol=203.7 lumo_ev=-0.5 homo_lumo_gap_ev=8.6401
C -1.734 -0.216 2.954
C -0.763 -1.243 2.371
C 0.068 -0.692 1.194
C 1.538 -0.399 1.541
C 2.143 0.785 0.782
C 2.384 0.493 -0.704
C 1.132 0.467 -1.523
N 0.342 1.546 -1.492
N -0.772 1.512 -2.165
C -1.061 0.395 -2.843
C -2.357 0.348 -3.581
N -0.256 -0.666 -2.908
N 0.864 -0.629 -2.234
H -2.435 -0.680 3.653
H -2.320 0.256 2.161
H -1.204 0.575 3.493
H -0.081 -1.579 3.160
H -1.323 -2.125 2.053
H -0.398 0.234 0.838
H 0.021 -1.402 0.364
H 2.148 -1.289 1.344
H 1.623 -0.205 2.616
H 3.096 1.062 1.240
H 1.482 1.652 0.880
H 3.048 1.250 -1.132
H 2.872 -0.477 -0.820
H -2.564 1.322 -4.023
H -2.329 -0.427 -4.343
H -3.165 0.134 -2.876